(1)
C26H68N8O10 | wB97M-V/def2-TZVPD

The geometry in XYZ format:
```
112
Properties=species:S:1:pos:R:3:forces:R:3
C 2.6850 0.3489 0.2052 -1.2484 1.4282 0.8250
O 3.4366 0.2035 -0.7099 2.0919 -0.4785 -2.1551
N 2.0077 1.4766 0.4080 1.0271 2.7067 -2.0920
N 2.5032 -0.5046 1.1693 -1.7883 -1.5494 2.5730
H 2.4864 2.2364 -0.0893 -1.3788 -0.2949 0.5775
H 1.1923 1.6504 0.9273 -0.7077 0.1128 0.7445
H 3.0975 -1.2615 1.0773 0.6924 -2.1511 0.4068
H 1.7458 -0.4108 1.8680 1.0960 -0.4223 -0.5481
C 0.4892 -2.1883 4.3728 -1.6377 -0.6820 -4.2933
O 0.2494 -1.2997 3.5828 0.0302 2.2553 -0.8228
N 1.0223 -2.0502 5.5289 1.8569 -1.0008 4.4996
N 0.2247 -3.4362 4.0041 -0.9614 -2.9869 -1.3846
H 1.5359 -1.2103 5.6391 0.4330 0.5378 0.5696
H 1.3489 -2.9380 5.9542 -0.0072 1.5782 -0.1020
H -0.0893 -3.6967 3.0163 0.5271 0.4994 2.1520
H 0.3505 -4.1655 4.6908 -0.1216 -0.1857 -0.4937
C 0.4338 3.7095 -9.5015 -4.5706 -2.1993 -9.1854
O 0.9307 4.1334 -8.4659 3.3652 3.2745 9.0660
C 0.4272 3.5390 -7.2646 -0.5981 0.6521 0.8680
C 1.2435 2.2947 -6.8219 -1.0419 0.9864 -0.6662
N 0.7085 1.6758 -5.5885 0.6956 0.3899 -2.0056
C 1.4473 0.4326 -5.4800 -1.3921 -1.7904 1.1036
C 0.9869 -0.2621 -4.1886 1.8344 1.3872 0.8632
O 1.7055 -1.4310 -3.9914 1.0905 -0.8705 0.0710
C 1.6012 -2.1113 -2.7403 -0.4334 0.1143 -1.0974
H 0.9736 4.1433 -10.3788 -0.5596 -0.3722 0.3308
H -0.7026 3.8313 -9.6937 0.9347 0.8520 0.4509
H 0.4282 2.6602 -9.5968 0.6670 -2.0458 -0.3987
H -0.7195 3.4728 -7.3384 1.6096 -0.6260 -0.0201
H 0.5968 4.2565 -6.4721 -0.0249 0.5869 0.0923
H 2.3499 2.6391 -6.7787 -1.5783 -0.8678 -0.1525
H 1.0092 1.5672 -7.6085 0.9621 -0.1382 0.0784
H 0.8037 2.2960 -4.7898 0.2267 -0.2006 0.1565
H 2.5100 0.5541 -5.4649 0.9265 0.1626 0.0487
H 1.2125 -0.3006 -6.3137 0.0920 1.1426 0.6306
H -0.0411 -0.3894 -4.2255 -2.3401 -0.7689 -0.3551
H 1.0932 0.4322 -3.3225 0.4699 -0.1607 -0.2683
H 1.7316 -1.4880 -1.8887 0.0904 1.0753 0.6538
H 2.3910 -2.8591 -2.6539 -0.1922 -0.0784 -0.4758
H 0.6087 -2.5456 -2.7031 -0.2232 -0.4911 0.2762
C 0.1266 -3.2052 0.8054 4.5572 8.9279 -5.2952
O -0.2232 -4.2585 1.2733 -4.2561 -10.9221 4.9070
C -1.4192 -4.8404 0.8073 0.6966 -1.1632 0.0405
C -1.6148 -6.0935 1.6260 -1.3360 0.1602 -1.0701
N -2.7650 -6.8106 1.0770 -0.9961 0.5346 0.9801
C -2.9187 -8.1574 1.6304 0.2267 0.8290 -0.9109
C -4.3646 -8.6644 1.5397 -0.7688 1.0498 3.2062
O -4.3769 -9.9499 2.1031 -0.6301 -1.0294 0.8306
C -5.7155 -10.5022 2.3024 1.5733 0.8812 0.2397
H 0.9944 -2.9203 1.3183 2.2611 0.4313 0.3409
H -0.3893 -2.3232 1.0531 -2.0799 1.4028 -0.2125
H 0.3726 -3.2785 -0.2669 -0.0881 0.5778 -0.2179
H -1.3344 -5.1552 -0.2560 0.0886 0.5823 0.3069
H -2.2283 -4.1658 0.9544 -0.8468 0.7200 -0.1112
H -1.7152 -5.8255 2.6846 -0.1844 -0.3264 -0.1478
H -0.7956 -6.7311 1.4445 1.7564 -0.5227 0.3978
H -2.7650 -6.7653 0.0809 0.0582 -0.1516 -0.5961
H -2.5526 -7.9194 2.6661 -0.5961 -1.5933 -0.6414
H -2.3115 -8.8884 1.0301 0.0102 0.3347 1.0888
H -4.8285 -8.7013 0.5933 0.0259 0.2236 -1.7484
H -5.0740 -7.9839 2.1587 1.1524 -0.6943 -0.7489
H -5.6935 -11.2597 3.1086 0.1702 0.5151 -0.4400
H -5.9870 -10.9589 1.3720 -0.6192 -0.3220 -0.4849
H -6.3761 -9.6673 2.5617 -0.1913 -0.3191 0.0248
C 3.7184 3.9584 -0.8706 4.8639 -0.5786 -1.6604
O 2.4398 3.9443 -0.7791 -6.0159 1.0687 1.1248
C 1.7750 3.6264 -1.9522 -2.2592 1.3844 0.0686
C 0.2514 3.7047 -1.6922 0.7915 0.6799 -0.7277
N -0.5028 3.3837 -2.8880 1.3743 -0.1831 -0.0230
C -1.2543 2.1713 -2.7900 -1.4489 0.3369 1.6666
C -2.5035 2.3720 -1.9044 0.3288 -0.1486 0.5930
O -3.2708 1.2018 -1.7241 0.2949 0.1696 0.5530
C -4.2109 1.3762 -0.6754 0.0103 -2.6324 -0.0333
H 4.0536 4.5248 -1.7390 0.5196 0.9763 0.2334
H 4.0712 2.9889 -1.1375 0.7841 -1.4614 -0.1537
H 4.1501 4.1693 0.0715 0.7309 0.8616 0.8081
H 1.9037 2.6183 -2.1870 0.9543 -1.8489 -0.8927
H 2.0292 4.3117 -2.7729 0.2679 -0.2171 0.0414
H -0.0308 4.7165 -1.4820 0.1361 0.6615 1.0039
H 0.0520 3.0379 -0.8556 -0.3608 0.1231 0.0553
H -0.8016 4.2205 -3.3866 -0.5342 -0.9302 0.1969
H -0.6657 1.4121 -2.2569 0.1505 0.0460 -0.6186
H -1.6057 1.8419 -3.7269 -0.0100 -0.6807 -1.2978
H -3.1447 3.1232 -2.3304 -0.2692 0.7639 -0.3006
H -2.2036 2.6804 -0.8920 0.2106 0.4248 -0.2379
H -3.8961 1.7491 0.3050 0.7985 0.0038 -0.2872
H -4.6011 0.3469 -0.5474 0.0775 0.5258 0.3290
H -5.0428 1.9486 -0.9544 -1.1892 1.2354 -0.7699
C -1.1040 1.2356 1.6193 -3.7499 -6.8069 0.3180
O -0.5379 2.3310 1.7137 3.9718 9.4669 1.7843
C -0.0278 2.6919 2.9990 0.7177 0.6038 0.4394
C 0.9198 3.8838 2.7101 1.2202 0.0411 -0.3620
N 1.9925 4.1208 3.7253 -1.2645 -0.5719 -0.0457
C 1.3696 4.5943 4.9831 1.5153 -0.8910 -0.4604
C 2.4094 4.5515 6.0923 0.3003 -0.7417 0.1623
O 1.7298 4.6241 7.3654 0.8891 0.9614 -2.2001
C 2.4526 3.9835 8.3437 -0.7432 1.8062 2.6814
H -1.6597 0.8561 2.4601 -0.6459 0.1711 0.8692
H -0.3727 0.5249 1.4945 1.5900 -2.9571 -0.6163
H -1.7402 1.2193 0.7976 -1.2929 -0.2404 -1.7271
H 0.4977 1.8438 3.5291 -0.3117 0.6029 -0.7983
H -0.8554 3.0140 3.6508 -0.0032 -0.2643 -0.2105
H 0.3197 4.7954 2.4678 0.2532 -0.5122 0.2844
H 1.4607 3.5987 1.7954 -0.2829 0.2834 0.1550
H 2.7114 4.7765 3.3910 -0.7595 -0.3615 0.0558
H 0.5477 3.8980 5.2416 0.3482 0.6587 -0.0715
H 1.0707 5.5971 4.7952 -1.0498 0.9618 0.3812
H 3.2000 5.3143 6.0128 -0.5066 0.4015 0.0399
H 3.0343 3.6217 5.9389 -1.0136 0.3050 0.5691
H 2.4502 2.9833 8.1036 0.2213 -2.6766 0.0349
H 1.9020 4.2291 9.2767 0.1093 -0.7774 -0.3321
H 3.4591 4.3035 8.6200 0.3836 0.4491 -0.8815
```
Positions in Å, forces in eV/Å.

Summary:
Energy above the lowest of the compared OMol25 structures with the same formula, charge and spin   8.055 eV
Max |F|   0.247 hartree/bohr
Charge   0
SMILES string   COCCNCCOC.COCCNCCOC.COCCNCCOC.COCCNCCOC.NC(N)=O.NC(N)=O



(2)
C26H69CaCl4F2N3O4 | wB97M-V/def2-TZVPD

The geometry in XYZ format:
```
109
Properties=species:S:1:pos:R:3:forces:R:3
Ca 2.4843 17.1045 12.1002 -0.4571 -0.2474 -0.3962
F 1.9890 17.9461 13.9816 0.3617 0.2200 0.3453
F 2.1699 16.3466 9.9585 0.0805 0.2225 0.5267
C 3.7059 14.0414 11.6481 1.5274 -0.4205 -0.6669
O 3.5893 15.0344 12.6163 -0.1096 1.4267 1.4900
H 3.0246 14.3049 10.8446 -0.0547 -0.2731 -0.1401
H 4.7557 13.9836 11.2153 -0.9949 0.2065 0.4814
H 3.5133 13.0864 12.1008 -0.3629 -0.6789 -0.1354
H 3.6568 14.7864 13.5843 0.0513 -0.2105 -0.8172
C 0.2674 24.1431 13.3208 1.7696 0.2257 0.4406
O 1.0418 23.0456 12.7906 0.0971 0.7247 -0.4966
H 0.1506 23.8982 14.3856 -0.4031 0.3706 -0.3764
H 0.8648 25.0969 13.2242 -0.6879 -0.8385 0.2763
H -0.6533 24.2592 12.7818 -0.6393 -0.0240 -0.0272
H 1.5513 23.4435 12.0678 -0.1274 -0.5403 0.2081
C -0.1380 15.8529 14.1047 -0.4664 0.7118 0.8153
O 0.4033 15.9685 12.8280 1.0462 0.0967 -0.9605
H -0.3304 14.8237 14.4084 0.1884 -0.2037 -0.0304
H 0.5498 16.3579 14.8158 -0.3310 -0.4108 -0.4776
H -1.1038 16.3749 14.1548 0.0389 0.0368 0.0670
H -0.1453 15.5779 12.1054 -0.4356 -0.3369 0.2830
C 0.7557 19.8334 10.0768 -0.0544 0.9834 0.1971
O 1.4895 18.7269 10.5523 0.5710 0.8737 1.0312
H 0.7850 20.6768 10.8408 0.0202 -1.1550 -0.9158
H 1.1454 20.2119 9.0917 -0.3259 -0.3385 0.8643
H -0.2657 19.4738 9.9846 -0.3533 0.5464 -0.2624
H 1.5954 18.0559 9.8830 0.0908 -1.0880 -0.7914
C 3.4221 16.2541 16.9719 1.4107 0.0281 -0.7348
C 3.2141 14.7511 16.6759 0.3163 0.6219 1.4172
N 3.8620 14.2011 15.4982 0.3153 -0.0845 -0.5998
C 3.3545 12.8450 15.1505 -0.1963 1.6452 -0.8154
C 1.9208 12.9769 14.6368 1.6537 -0.4897 -2.4794
C 5.3120 14.2143 15.7062 0.7225 -1.6025 -1.0470
C 6.1944 13.5204 14.6034 -1.9900 0.9173 -0.3471
H 4.5033 16.5266 17.1608 -0.9451 -0.3543 -0.5748
H 2.9814 16.4642 17.9359 -0.6140 0.1649 0.0897
H 3.0072 16.8838 16.1541 0.2081 -0.2778 0.6020
H 3.5603 14.2345 17.6328 -0.4581 0.0064 -1.0608
H 2.1426 14.6450 16.5679 -0.1317 -0.2993 0.1632
H 4.0048 12.5396 14.3391 -0.0584 -0.5371 -0.0355
H 3.4426 12.1681 15.9702 0.1056 -0.6941 0.8196
H 1.3742 13.5676 15.2835 -1.4603 0.8246 1.3030
H 1.9503 13.5369 13.6534 -0.1723 -0.6196 1.1006
H 1.4542 12.0123 14.4468 -0.0803 -0.0138 0.1794
H 5.5212 13.7940 16.6735 0.3129 -0.5939 0.6985
H 5.6587 15.1910 15.7580 0.2853 2.0794 0.1046
H 7.2556 13.7006 14.6432 0.2500 0.4716 0.3812
H 5.8154 13.8526 13.6038 0.4527 -0.2620 0.6580
H 6.0534 12.4705 14.6662 -0.0020 -1.0803 -0.0918
C 0.5201 12.8081 10.9495 1.3503 0.8151 -1.7699
C 0.0887 13.9979 10.0693 -1.3265 -0.7548 1.5449
N -1.0462 14.7577 10.7435 0.8612 -0.8837 -1.2852
C -2.2002 13.8789 10.9394 -0.4414 1.8664 2.1766
C -2.9612 14.3527 12.2223 -0.2406 1.0166 -0.7370
C -1.3739 15.8712 9.8624 -1.0384 1.0237 0.4966
C -2.3016 16.9148 10.4887 1.6327 1.2717 0.6776
H 1.2236 12.2604 10.3121 -0.0505 -0.2651 0.1417
H -0.2586 12.1409 11.2163 -0.5854 -0.5426 0.3847
H 1.1108 13.1325 11.7744 0.0266 0.2210 0.9319
H 0.9213 14.7004 9.9569 -0.2336 -0.1750 -0.4835
H -0.2933 13.5257 9.1485 0.2652 0.6654 -0.2271
H -2.8493 13.9597 10.0874 -0.4038 -0.4890 -0.6147
H -1.8776 12.8953 11.1709 0.1017 -0.8486 -0.3828
H -3.5778 13.5889 12.6451 -0.2454 -0.8034 0.2856
H -2.2367 14.6968 12.9800 -0.4200 -0.1621 -0.3563
H -3.6807 15.1777 11.9952 0.7793 -0.5869 0.3425
H -1.9682 15.6139 8.9576 1.2212 -0.5979 -0.1787
H -0.4094 16.3636 9.7523 -0.0718 0.0609 -1.0647
H -1.7209 17.3815 11.3298 -0.9234 -0.3141 -0.4894
H -3.2295 16.5223 10.8438 -0.4781 -0.1078 0.0954
H -2.5162 17.7274 9.7642 0.1478 -0.4894 0.2763
C 3.8790 20.1843 12.3863 -0.0980 -1.1919 1.3061
C 4.5214 19.4480 11.2224 0.8816 0.8614 -0.7693
N 4.9016 18.0702 11.5560 -0.0829 -0.3693 -0.8837
C 5.3441 17.2773 10.3679 -0.6754 0.5882 -1.5095
C 6.5672 17.8817 9.5148 -2.1490 -0.7520 1.7811
C 5.8969 18.1234 12.6153 0.4385 0.5201 -1.1133
C 6.3821 16.8074 13.0668 -0.2349 -2.7596 1.6366
H 3.2043 19.4842 12.9196 0.2406 0.3580 0.0158
H 3.2341 20.9581 12.0651 -0.5171 1.0068 -0.5527
H 4.5566 20.5994 13.1679 -0.1837 -0.2947 -0.7849
H 3.8522 19.4211 10.3505 0.0217 -0.0544 0.3743
H 5.4098 20.0518 10.8938 -0.3980 -0.4983 0.1685
H 5.4722 16.2278 10.7022 0.1828 0.6422 -0.3110
H 4.4685 17.2890 9.6395 0.8590 -0.2561 1.0383
H 6.2579 18.8983 9.3256 0.4302 0.3748 -0.2367
H 7.4633 17.8159 10.0929 0.7848 0.2036 0.1415
H 6.6582 17.3526 8.5864 0.0796 -0.3265 -0.3896
H 5.3938 18.6875 13.3861 0.4720 0.0241 0.6218
H 6.7857 18.6552 12.2397 -0.1791 0.5568 0.2558
H 6.8142 16.8975 14.0902 -0.1140 -0.0081 -0.6646
H 7.1330 16.2504 12.4553 -0.4643 0.8860 0.1207
H 5.5285 16.0758 13.1758 0.7673 0.8206 -0.0652
Cl -2.3671 20.5243 16.0646 -0.8072 0.1026 0.3176
C -1.0822 19.4613 15.5126 0.5863 0.6516 -0.2009
C -0.5818 19.8494 14.1652 1.6681 -0.6255 -0.9705
Cl -1.7647 19.5888 12.8028 0.4451 0.2621 0.8077
H -1.3476 18.4134 15.4778 -0.4207 -0.0817 0.4166
H -0.2581 19.6485 16.2077 -0.0688 -0.4132 -0.0573
H 0.2703 19.1353 14.0070 -0.6147 0.5311 -0.3307
H -0.1425 20.8606 14.0869 -0.6694 -0.3368 0.0469
Cl 5.7486 20.4113 16.2275 0.0372 0.1454 -0.1517
C 4.1424 19.6904 16.3694 -1.4150 -0.3564 -1.4139
C 2.9681 20.6590 16.2277 0.4472 0.6302 -0.9213
Cl 2.9034 21.7811 17.6135 -0.2382 -0.0674 0.1721
H 4.0653 19.2373 17.3267 0.1379 -0.4842 0.8194
H 3.9913 18.9039 15.5889 0.3664 0.6246 0.5055
H 2.0174 20.1283 16.0938 0.3417 -0.0895 0.4580
H 3.0421 21.3213 15.3461 0.2512 -0.4751 0.2955
```
Positions in Å, forces in eV/Å.

Summary:
Max |F|   0.063 hartree/bohr
Charge   0



Number 1: HOMO-LUMO gap 0.3272 hartree, E_HOMO -8.524 eV, E -60450.1015 eV. Number 2: HOMO-LUMO gap 0.3524 hartree, E_HOMO -9.002 eV, E -114707.9444 eV.